# 1
Molecular formula: C27H30IN7O2S2V
Method: DFT, ωB97M-V with the def2-TZVPD basis set

```
! wB97M-V def2-TZVPD RIJCOSX def2/J DEFGRID3
* xyz 0 4
V -0.23 0.89 0.68
O -1.19 1.83 2.17
C -1.27 1.56 3.45
C -2.20 2.27 4.23
C -2.35 2.05 5.58
C -1.56 1.10 6.23
C -0.64 0.39 5.49
C -0.47 0.59 4.11
C 0.53 -0.20 3.40
N 0.97 -0.03 2.16
C 1.90 -1.02 1.92
C 2.05 -1.78 3.03
N 1.18 -1.26 3.96
H -2.81 3.01 3.71
H -3.09 2.62 6.13
H -1.67 0.93 7.29
H -0.01 -0.32 6.02
H 2.39 -1.10 0.97
H 2.66 -2.64 3.24
H 1.00 -1.63 4.88
C 2.63 -0.79 -4.30
C 1.11 -0.78 -4.17
N 0.60 -1.67 -3.13
C 0.18 -3.01 -3.54
C 1.25 -4.06 -3.28
C 0.51 -1.31 -1.84
S 1.15 0.22 -1.32
N 0.02 -2.26 -1.03
C -0.64 -2.03 0.09
O -1.09 -0.94 0.51
C -0.91 -3.23 0.95
C -0.53 -4.51 0.55
C -0.74 -5.59 1.39
C -1.33 -5.41 2.63
C -1.71 -4.13 3.03
C -1.50 -3.05 2.19
H 2.93 -0.08 -5.07
H 2.99 -1.78 -4.59
H 3.10 -0.50 -3.36
H 0.65 -1.09 -5.10
H 0.74 0.23 -3.97
H -0.06 -2.96 -4.60
H -0.73 -3.27 -3.00
H 2.15 -3.87 -3.86
H 0.88 -5.05 -3.56
H 1.51 -4.08 -2.22
H -0.07 -4.64 -0.42
H -0.45 -6.59 1.07
H -1.50 -6.25 3.28
H -2.18 -3.99 4.00
H -1.79 -2.05 2.49
I 2.24 6.00 -1.48
C 0.49 5.01 -0.92
C -0.72 5.68 -0.83
C -1.84 4.96 -0.45
C -1.70 3.61 -0.18
N -0.54 2.97 -0.28
C 0.54 3.66 -0.65
H -0.79 6.74 -1.04
H -2.80 5.43 -0.36
H -2.55 3.01 0.15
H 1.47 3.11 -0.72
N 0.37 4.91 -4.52
C 0.06 3.73 -3.94
N 1.11 3.02 -3.47
S -1.52 3.21 -3.79
H 1.31 5.15 -4.76
H -0.38 5.39 -4.99
H 2.01 3.45 -3.39
H 0.91 2.23 -2.87
*
```

Summary:
LUMO (alpha / beta): 0.13 / 0.13 eV
Gap between HOMO and LUMO (alpha / beta): 6.69 / 7.49 eV
Highest occupied orbital energy (alpha / beta): -0.24101 / -0.27039 Ha
Energy relative to the best compared isomer or geometry (same formula, charge and spin): 20.42 kcal per mole
<S²>: 3.7569
Calculated total energy: -98475.0210 eV

---

# 2
Molecular formula: C5H14
Method: DFT, ωB97M-V with the def2-TZVPD basis set

```
! wB97M-V def2-TZVPD RIJCOSX def2/J DEFGRID3
* xyz 0 1
C 0.17 1.33 -1.01
C -1.19 0.62 -0.89
C -2.41 1.56 -0.99
H 0.39 1.39 -2.08
H 0.15 2.27 -0.46
H 0.96 0.74 -0.56
H -1.26 0.00 0.01
H -1.26 -0.09 -1.70
H -2.07 2.59 -1.16
H -3.05 1.57 -0.11
H -3.00 1.35 -1.88
C 2.14 -1.85 0.86
C 0.96 -1.52 1.80
H 2.44 -0.94 0.33
H 3.00 -2.14 1.45
H 1.96 -2.65 0.14
H 0.69 -0.47 1.69
H 1.27 -1.55 2.85
H 0.12 -2.22 1.70
*
```

Summary:
LUMO: 1.19 eV
Gap between HOMO and LUMO: 12.49 eV
Highest occupied orbital energy: -0.41523 Ha
Energy relative to the best compared isomer or geometry (same formula, charge and spin): 10.32 kcal per mole
Structure (SMILES): CCC.CC
Calculated total energy: -5411.6020 eV